DFT (ωB97M-V with the def2-TZVPD basis set) results for C16H16N2O4S in the gas phase in a non-equilibrium geometry.

Summary:
structure (SMILES) = CCSc1ccccc1C(=O)Nc1ccc([N+](=O)[O-])cc1OC
LUMO = -0.46 eV
M = 332.4 g/mol
largest force on an atom = 0.0281 Eh/bohr
highest occupied orbital energy = -0.324 Ha

Last column: Mulliken charge in e.
CARTESIAN COORDINATES (ANGSTROEM)
C 1.17125 4.72888 -2.08708  -1.301
C 1.68831 3.70668 -1.09664  -0.160
S 0.40303 3.37391 0.17589  -0.199
C 1.38398 2.36815 1.28194  0.253
C 1.96423 2.96022 2.39300  -0.410
C 2.69822 2.19755 3.28382  -0.478
C 2.84235 0.83579 3.07438  -0.685
C 2.25025 0.23833 1.97598  -0.399
C 1.51992 0.99951 1.06927  -0.074
C 0.92616 0.33600 -0.13563  0.470
O 1.27208 0.57361 -1.26974  -0.678
N -0.01394 -0.59390 0.21683  -0.041
C -0.76878 -1.42082 -0.59943  0.056
C -0.70787 -1.39749 -1.98825  -0.401
C -1.49135 -2.25466 -2.73613  -0.770
C -2.33986 -3.13944 -2.08781  -0.642
N -3.15763 -4.03703 -2.84977  1.018
O -3.07460 -3.99211 -4.05979  -0.624
O -3.88742 -4.79408 -2.23924  -0.634
C -2.41993 -3.18216 -0.69570  -0.079
C -1.63945 -2.32839 0.05474  0.776
O -1.62425 -2.27838 1.41773  -0.469
C -2.48151 -3.14674 2.12650  -0.914
H 1.93285 4.92722 -2.83843  0.377
H 0.27857 4.35677 -2.58420  0.339
H 0.92340 5.66104 -1.58360  0.330
H 1.90975 2.75588 -1.57961  0.272
H 2.56876 4.07315 -0.56758  0.341
H 1.83128 4.01955 2.55037  0.480
H 3.15442 2.66541 4.14304  0.394
H 3.41274 0.23737 3.76850  0.397
H 2.36405 -0.82309 1.80702  0.522
H -0.21374 -0.70337 1.20364  0.314
H -0.04188 -0.70219 -2.47051  0.557
H -1.45509 -2.24744 -3.81378  0.483
H -3.09686 -3.89104 -0.24679  0.612
H -2.31154 -2.92966 3.17955  0.251
H -3.53004 -2.95866 1.88058  0.363
H -2.23987 -4.19436 1.92694  0.358

***

DFT (ωB97M-V with the def2-TZVPD basis set) results for C16H16N4O3S2 in the gas phase in a non-equilibrium geometry.

Summary:
structure (SMILES) = Cc1ccc(OCc2nnc(SCC(=O)Nc3ncc(C)s3)o2)cc1
LUMO = 0.43 eV
M = 376.5 g/mol
largest force on an atom = 0.0329 Eh/bohr
highest occupied orbital energy = -0.315 Ha

Last column: Mulliken charge in e.
CARTESIAN COORDINATES (ANGSTROEM)
C 2.55852 -3.71868 1.65954  -1.514
C 1.91637 -2.88647 0.59344  0.769
C 0.75025 -3.31264 -0.02647  -0.844
C 0.11346 -2.54405 -0.98487  -0.300
C 0.63976 -1.30865 -1.33618  0.958
O 0.07430 -0.42547 -2.22543  -0.491
C -1.15501 -0.75683 -2.81488  -0.469
C -2.24740 -0.97816 -1.82368  0.351
N -3.26479 -1.76117 -1.94357  -0.334
N -3.98528 -1.66865 -0.80811  -0.609
C -3.36095 -0.83033 -0.04222  0.440
S -3.79222 -0.36152 1.55631  -0.188
C -2.35470 0.70088 1.92534  -0.395
C -1.06441 -0.05718 1.70439  0.228
O -0.92781 -1.23580 1.92391  -0.556
N -0.00036 0.67280 1.23206  0.121
C 0.08108 1.97718 0.83012  0.696
N -0.83849 2.87415 0.88963  -0.422
C -0.40951 4.07072 0.41221  -1.046
C 0.87355 4.12289 -0.02423  0.912
C 1.62419 5.27230 -0.58663  -1.254
S 1.60761 2.55346 0.16802  -0.194
O -2.24483 -0.33084 -0.63087  0.102
C 1.82831 -0.88245 -0.74538  -1.528
C 2.45358 -1.66457 0.20821  -0.123
H 3.55470 -3.35234 1.89478  0.379
H 2.62995 -4.75814 1.34558  0.362
H 1.95392 -3.68485 2.56560  0.292
H 0.31922 -4.26309 0.24918  0.390
H -0.79001 -2.92005 -1.43929  0.473
H -1.40355 0.10208 -3.44877  0.349
H -1.08667 -1.65115 -3.44829  0.328
H -2.45108 0.95638 2.98085  0.443
H -2.39361 1.61090 1.32693  0.346
H 0.82359 0.10252 1.03855  -0.138
H -1.10100 4.89318 0.41104  0.426
H 2.50141 5.49240 0.02096  0.311
H 1.96452 5.05142 -1.59780  0.298
H 0.98419 6.15066 -0.61348  0.349
H 2.24803 0.06268 -1.05568  0.750
H 3.37118 -1.31351 0.65917  0.335

***

DFT (ωB97M-V with the def2-TZVPD basis set) results for C16H16N4OS in the gas phase in a non-equilibrium geometry.

Summary:
structure (SMILES) = Cc1cc(C(N)=O)c2nc(-c3cc4c(s3)CNCC4)[nH]c2c1
LUMO = 0.00 eV
M = 312.4 g/mol
largest force on an atom = 0.0540 Eh/bohr
highest occupied orbital energy = -0.300 Ha

Last column: Mulliken charge in e.
CARTESIAN COORDINATES (ANGSTROEM)
C -0.75817 -3.95025 4.78571  -1.361
C -0.18148 -2.94056 3.81967  1.086
C 1.00955 -2.25049 4.11009  -1.062
C 1.51601 -1.23957 3.25342  0.071
C 2.78769 -0.51666 3.58494  0.418
N 3.45275 0.23505 2.65911  -0.349
O 3.29869 -0.49969 4.68504  -0.649
C 0.78020 -0.89608 2.09403  0.529
N 0.92916 0.01781 1.04177  -0.753
C -0.14386 -0.12297 0.28154  0.136
C -0.41934 0.59974 -0.94932  0.429
C 0.41466 1.35596 -1.68262  -1.418
C -0.22037 1.90995 -2.87969  0.476
C -1.55389 1.61261 -2.94779  0.227
S -2.03357 0.54838 -1.62986  -0.358
C -2.44841 2.13652 -4.03987  -0.499
N -1.70078 2.90262 -5.06997  -0.424
C -0.27445 2.52247 -5.28168  -0.777
C 0.49090 2.68662 -3.94572  -0.353
N -0.99525 -1.05844 0.76762  -0.027
C -0.40763 -1.57477 1.89135  0.605
C -0.93627 -2.55131 2.69971  -1.063
H -1.74759 -3.66645 5.07611  0.365
H -0.74920 -4.94550 4.30739  0.299
H -0.17917 -3.95947 5.72668  0.350
H 1.48882 -2.45343 5.08596  0.340
H 3.02698 0.45867 1.76436  0.228
H 4.28575 0.70128 2.92722  0.205
H 1.43593 1.57066 -1.37779  0.479
H -2.97459 1.30574 -4.53073  0.284
H -3.19084 2.82021 -3.58242  0.294
H -2.20994 2.90004 -5.96709  0.249
H -0.19291 1.51575 -5.65327  0.345
H 0.15241 3.16260 -6.00956  0.426
H 0.49533 3.73934 -3.70472  0.269
H 1.51259 2.32966 -4.10351  0.358
H -1.82846 -1.42156 0.27115  0.298
H -1.93126 -2.98450 2.52274  0.325

***

DFT (ωB97M-V with the def2-TZVPD basis set) results for a 2-piece molecular cluster, C16H17BrN3O6 overall in a non-equilibrium geometry.

Summary:
net charge = -1
LUMO = 2.74 eV
M = 427.2 g/mol
largest force on an atom = 0.0805 Eh/bohr
highest occupied orbital energy = -0.034 Ha

Last column: Mulliken charge in e.
CARTESIAN COORDINATES (ANGSTROEM)
C 0.33256 -6.66933 -0.85181  -1.273
C 0.32267 -5.82010 0.38632  -0.193
O -0.10462 -4.47231 0.02092  -0.178
C -0.16704 -3.70646 1.13908  0.556
O 0.26295 -4.05596 2.22993  -0.697
N -0.77212 -2.49066 0.86428  0.477
C -1.23977 -1.67388 1.88666  0.047
C -1.14194 -1.81042 3.26921  -0.679
C -1.87314 -0.93608 4.09420  -0.686
C -2.51742 0.18069 3.51625  -0.293
C -2.44629 0.40090 2.13616  -0.474
Br -3.08650 2.03540 1.36810  -0.174
C -2.05656 -0.66980 1.31025  0.098
C -2.36576 -1.10688 -0.00739  0.005
N -3.24672 -0.61295 -0.93886  0.874
O -4.38906 -0.23716 -0.70447  -0.811
O -2.82086 -0.69196 -2.23217  -0.704
C -1.35244 -2.05252 -0.41482  -0.276
H 0.55367 -7.69373 -0.55296  0.425
H -0.61748 -6.67267 -1.39694  0.284
H 1.09273 -6.37791 -1.57640  0.312
H -0.43175 -6.23770 1.06120  0.275
H 1.31327 -5.74914 0.85786  0.305
H -0.52768 -2.59500 3.70283  0.436
H -1.96000 -1.13453 5.15991  0.366
H -3.15851 0.79881 4.13940  0.357
H -1.68744 -2.88890 -1.04105  0.591
O -2.87658 -2.70515 -4.93117  -0.422
C -2.79274 -3.34704 -3.95564  0.854
C 0.27978 -2.09918 -2.28737  -0.574
C 1.40949 -1.63376 -3.08801  -0.589
C 1.20988 -0.10991 -3.16710  -0.628
C 0.13354 0.18087 -2.12015  -0.683
N -0.45851 -1.15981 -1.70854  -0.256
O -2.70004 -3.99783 -2.97789  -0.472
H 0.13507 -3.13853 -1.98387  0.584
H 2.35967 -1.88144 -2.57414  0.186
H 1.32795 -2.13283 -4.06192  0.254
H 2.15846 0.44194 -2.98974  0.381
H 0.82630 0.09363 -4.18014  0.226
H 0.61696 0.60533 -1.25705  0.401
H -0.55301 0.95277 -2.47993  0.271
H -1.82689 -0.91588 -2.18237  0.497

***

DFT (ωB97M-V with the def2-TZVPD basis set) results for C16H17BrNO5P in the gas phase in a non-equilibrium geometry.

Summary:
structure (SMILES) = CCOCc1cc(CCC(N)=O)c2c(c1)C(=O)C=C(P(O)Br)C2=O
LUMO = -1.66 eV
M = 414.2 g/mol
largest force on an atom = 0.0896 Eh/bohr
highest occupied orbital energy = -0.341 Ha

Last column: Mulliken charge in e.
CARTESIAN COORDINATES (ANGSTROEM)
C 4.32991 0.81160 0.04173  -0.928
C 3.78554 0.06125 -1.27150  0.007
O 3.49713 0.92201 -2.39852  -0.406
C 2.62798 2.01685 -2.04842  -0.700
C 1.21682 1.58876 -1.43802  0.524
C 0.48835 0.24242 -1.76009  -0.470
C -0.89811 -0.15368 -1.14584  0.478
C -1.54855 -1.58477 -1.49877  -0.559
C -0.50139 -2.68465 -0.89746  -0.584
C -1.19267 -4.10453 -0.63208  0.409
N -0.31887 -5.16644 -0.03775  -0.628
O -2.38925 -4.36050 -0.90661  -0.481
C -1.54967 0.88659 -0.19952  0.297
C -0.87732 2.26485 0.17047  0.365
C 0.50179 2.59327 -0.45829  -0.985
C -1.64021 3.23879 1.20745  0.102
O -1.62600 4.48691 1.12585  -0.509
C -2.46688 2.45707 2.35638  -0.273
C -3.07341 1.20131 2.01854  0.258
P -4.03215 0.15122 3.30736  0.213
O -3.79346 0.88236 4.86705  -0.477
Br -3.00789 -1.91037 3.37270  -0.168
C -2.96587 0.61908 0.51287  -0.150
O -3.93848 0.04681 -0.02667  -0.537
H 4.67346 1.88245 -0.13850  0.238
H 5.23349 0.22957 0.45648  0.322
H 3.51490 0.74487 0.85439  0.238
H 4.63518 -0.64334 -1.61775  0.369
H 2.92461 -0.62705 -0.96308  0.020
H 2.39508 2.56770 -3.03928  0.340
H 3.13445 2.81933 -1.38578  0.274
H 1.01865 -0.47075 -2.47601  0.476
H -1.72395 -1.73998 -2.61356  0.379
H -2.52782 -1.77555 -0.92308  0.316
H -0.18680 -2.28799 0.14425  0.343
H 0.43672 -2.73017 -1.54554  0.373
H -0.41361 -5.05743 0.98682  0.286
H 0.65201 -4.85137 -0.24492  0.314
H 0.97752 3.59592 -0.14999  0.260
H -2.56189 2.85428 3.43035  0.327
H -2.80935 0.98332 4.96434  0.330